Entry from OMol25: a molecular structure, C19H40CoNP3Se at a distorted geometry (ωB97M-V/def2-TZVPD).

CARTESIAN COORDINATES (ANGSTROEM)
1 Co -0.74216 -0.17282 -0.99310
2 P -2.76124 -0.15672 -0.94606
3 P -0.09758 -2.22231 -0.81630
4 P -0.08178 2.47988 -0.77722
5 H 4.16270 -0.85846 -1.96974
6 C 4.11990 0.11466 -1.45425
7 C 3.99544 0.16599 -0.10522
8 H 3.86357 -0.74600 0.49005
9 C -3.54182 -0.21425 -2.59168
10 C -3.62789 -1.54298 -0.16082
11 C -3.69208 1.21721 -0.22506
12 C 1.67715 -2.63108 -0.79314
13 C -0.67199 -3.06408 0.72154
14 C -0.83644 -3.31571 -2.09277
15 C 1.65524 2.92732 -0.82722
16 C -0.86175 3.04747 0.75185
17 C -0.98025 3.05176 -2.22195
18 H 4.07844 1.01999 -2.08068
19 H 3.88498 1.12290 0.41293
20 H -4.61918 -0.32124 -2.39198
21 H -3.16313 -1.06120 -3.17343
22 H -3.34302 0.72661 -3.11482
23 H -4.67754 -1.35516 -0.43125
24 H -3.49182 -1.49135 0.92641
25 H -3.31640 -2.51156 -0.56905
26 H -4.73618 0.93194 -0.41386
27 H -3.45938 2.14514 -0.76046
28 H -3.48210 1.27638 0.85046
29 H 1.81930 -3.66569 -1.14165
30 H 2.06402 -2.55454 0.23142
31 H 2.24280 -1.93742 -1.42687
32 H -0.71343 -4.15319 0.60094
33 H -1.67705 -2.73112 0.99851
34 H -0.00023 -2.81417 1.54977
35 H -0.39830 -4.32710 -2.06491
36 H -0.66866 -2.85779 -3.07953
37 H -1.92132 -3.39416 -1.94635
38 H 1.79123 3.98189 -1.10259
39 H 2.17411 2.29857 -1.56413
40 H 2.13289 2.78166 0.15038
41 H -0.73409 4.12707 0.86839
42 H -0.44658 2.49865 1.60732
43 H -1.93337 2.82520 0.69211
44 H -0.74546 4.09747 -2.49096
45 H -2.06364 3.00463 -2.05214
46 H -0.75546 2.37845 -3.06763
47 C 1.23826 0.01124 -5.00876
48 C 2.62023 -0.13279 -4.80649
49 C 3.52247 -0.06434 -5.86870
50 C 3.06920 0.17240 -7.16406
51 C 1.70022 0.37317 -7.39762
52 C 0.79534 0.30450 -6.32505
53 Se -0.08340 -0.25974 -3.63371
54 H 0.00961 1.06110 -0.33925
55 H 2.93877 -0.30459 -3.78835
56 H 4.58682 -0.18930 -5.68364
57 H 3.77313 0.20665 -7.99964
58 H 1.35596 0.58154 -8.41926
59 H -0.26616 0.46056 -6.51622
60 C 0.00825 -0.00913 3.64096
61 C -0.41522 -0.11042 2.27529
62 N -0.64525 -0.25400 1.13801
63 H -0.75061 0.50277 4.24934
64 H 0.95873 0.54914 3.67475
65 H 0.16294 -1.01942 4.04943

2S+1: 5
LUMO level (spin up / spin down), eV: -8.59 / -11.37
Net charge: +3
Molar mass, g/mol: 513.35
HOMO energy (spin up / spin down), Ha: -0.627 / -0.634
Kohn-Sham gap (spin up / spin down), eV: 8.5 / 5.9
Electronic energy, Eh: -5609.8829

Formally, the Mulliken partial charges of the atoms, in units of the elementary charge, are as follows:
1 Co -0.4945
2 P 1.1703
3 P 0.9407
4 P 0.6389
5 H 0.4132
6 C -0.7023
7 C -0.6187
8 H 0.2977
9 C -1.4368
10 C -1.3874
11 C -1.3396
12 C -0.7605
13 C -1.3707
14 C -1.2253
15 C -0.8549
16 C -1.2376
17 C -0.7084
18 H 0.3471
19 H 0.3606
20 H 0.5397
21 H 0.3661
22 H 0.3887
23 H 0.5848
24 H 0.3872
25 H 0.2981
26 H 0.5814
27 H 0.3180
28 H 0.3863
29 H 0.5154
30 H 0.3587
31 H -0.1071
32 H 0.4624
33 H 0.2671
34 H 0.3618
35 H 0.4999
36 H 0.3450
37 H 0.2610
38 H 0.4988
39 H 0.1117
40 H 0.3593
41 H 0.4886
42 H 0.3698
43 H 0.2732
44 H 0.5177
45 H 0.2429
46 H 0.1669
47 C 0.3274
48 C 0.0948
49 C -0.6008
50 C -0.3507
51 C -0.7560
52 C -0.3038
53 Se -0.0077
54 H 0.4351
55 H 0.1568
56 H 0.4390
57 H 0.4221
58 H 0.3979
59 H 0.4077
60 C -1.3241
61 C 0.4589
62 N 0.2213
63 H 0.3590
64 H 0.3319
65 H 0.4161